Entry from the OMol25 dataset: a single C5H9NS molecule in a non-equilibrium geometry (ωB97M-V/def2-TZVPD).

CARTESIAN COORDINATES (ANGSTROEM)
C 1.647569 0.570656 -2.157570
C 0.838550 0.184923 -0.994174
C -0.353622 0.718034 -0.625233
C -1.092375 1.779082 -1.362457
N -1.065830 0.296583 0.507453
C -0.834453 -0.596168 1.498862
S 0.415524 -1.613129 1.745418
H 2.634923 0.985856 -1.901855
H 1.246746 1.384380 -2.828641
H 1.835032 -0.368170 -2.779572
H 1.320916 -0.545653 -0.323365
H -2.049484 1.414176 -1.666458
H -1.207625 2.661251 -0.704842
H -0.573561 2.124398 -2.235060
H -1.938711 0.741447 0.581166
H -1.689820 -0.602861 2.223215

Cartesian forces (eV/Å) of the 2 atoms listed first:
C 0.62 0.18 -2.19
C -0.74 0.33 1.54

Summary:
- electronic energy (eV) = -17655.5110
- SMILES = C/C=C(\C)NC=S
- total charge = 0
- strongest force on any atom (Eh/bohr) = 0.044
- ΔE to the lowest compared entry with this formula, charge and spin (kcal per mole) = 15.7
- multiplicity = 1